C20H32BrN2O7PS6V | the ωB97M-V functional and the def2-TZVPD basis

```
70
Properties=species:S:1:pos:R:3:forces:R:3
V 0.281307 1.466829 -2.312071 -0.110 -0.165 0.147
C 0.508463 4.063328 0.113910 0.020 -0.007 0.019
C -0.700755 4.176792 1.040183 -0.011 -0.007 -0.013
S -2.311871 3.859496 0.271049 -0.007 0.006 -0.008
C -3.058982 2.609827 1.339495 -0.018 0.024 -0.002
C -2.219175 1.382744 1.646251 -0.002 -0.030 0.020
S -1.489095 0.537066 0.210411 0.009 -0.031 -0.022
C 0.128411 0.169700 0.903477 0.087 -0.048 0.023
C 1.020870 1.372934 1.157595 -0.023 0.006 -0.032
S 1.264743 2.444082 -0.292993 0.016 0.076 0.023
H 1.328956 4.629278 0.556827 0.006 -0.011 -0.004
H 0.299435 4.508656 -0.859079 -0.008 0.012 0.004
H -0.707278 5.205395 1.404003 0.005 0.001 -0.009
H -0.594106 3.550806 1.922801 0.003 -0.008 0.012
H -3.964192 2.327293 0.798403 0.007 -0.004 -0.004
H -3.377835 3.057037 2.282878 -0.003 0.000 -0.006
H -2.843450 0.660550 2.175170 0.006 -0.003 -0.005
H -1.403380 1.636301 2.321665 0.002 0.015 -0.004
H 0.640250 -0.492244 0.201378 -0.009 0.036 0.019
H 0.026568 -0.396923 1.828785 -0.008 0.010 -0.016
H 2.019419 1.008075 1.404004 0.000 -0.004 0.004
H 0.663139 2.011736 1.963975 -0.002 0.006 -0.009
Br -4.159422 0.745707 -2.350564 -0.017 0.007 -0.003
C -3.073234 -0.734977 -2.837187 0.055 -0.017 0.079
C -3.681296 -1.910310 -3.253319 -0.024 0.009 0.016
C -2.857528 -2.969977 -3.590644 -0.030 -0.011 -0.003
C -1.482263 -2.816467 -3.506112 0.063 -0.010 0.015
C -0.993545 -1.599234 -3.073765 -0.038 0.072 0.049
N -1.774912 -0.571583 -2.736218 -0.039 0.033 -0.197
C 0.491532 -1.358986 -2.974038 -0.083 -0.375 -0.098
O 1.305107 -2.089655 -3.447423 -0.064 0.076 0.046
O 0.774218 -0.236196 -2.304156 -0.055 0.477 -0.153
H -4.757339 -1.981708 -3.304626 -0.002 -0.005 -0.001
H -3.287341 -3.907056 -3.917820 -0.003 -0.002 0.000
H -0.788562 -3.604846 -3.759729 0.004 -0.002 -0.004
C -2.862681 3.435246 -4.471875 -0.024 0.043 -0.003
O -1.846510 2.389320 -4.456345 -0.028 -0.008 -0.008
C -1.128125 2.267151 -3.401272 0.171 -0.158 -0.017
O -1.152165 2.925637 -2.359519 0.031 0.000 0.017
H -3.782562 2.959794 -4.796125 0.016 -0.003 -0.004
H -2.540866 4.184411 -5.189684 0.009 -0.004 0.014
H -2.975164 3.864626 -3.480418 -0.001 -0.010 -0.001
C 3.466612 -2.092131 4.553343 -0.006 0.026 0.002
C 3.049546 -0.765674 3.944727 -0.035 0.012 0.034
C 1.594348 -0.442797 4.256562 0.027 -0.001 0.000
O 3.266131 -0.627821 2.526935 0.039 -0.004 0.039
P 3.244956 -1.773115 1.374611 0.015 -0.100 -0.064
S 4.558518 -3.203726 1.580923 -0.069 0.074 -0.004
S 3.212877 -0.769217 -0.329721 0.092 0.117 0.012
O 1.734196 -2.338181 1.707756 0.013 -0.021 0.010
C 1.263855 -3.590402 1.194886 -0.017 0.007 -0.032
C 0.813923 -3.450256 -0.252378 0.010 0.020 0.027
C 0.130355 -4.023520 2.104791 0.027 0.000 0.009
H 3.321970 -2.025110 5.634442 0.004 -0.003 0.001
H 4.509573 -2.315663 4.345205 -0.006 -0.006 -0.011
H 2.864574 -2.914437 4.169172 -0.005 -0.012 -0.012
H 3.680968 0.017267 4.373824 -0.005 0.005 -0.010
H 0.945724 -1.199624 3.815272 -0.018 -0.011 0.003
H 1.324672 0.539103 3.860290 0.004 -0.021 0.004
H 1.434488 -0.429435 5.336331 0.009 0.007 0.002
H 2.085833 -4.309542 1.252151 0.008 0.011 0.011
H 0.013080 -2.703617 -0.322347 -0.012 -0.030 0.012
H 0.426260 -4.405266 -0.614836 -0.002 -0.004 -0.004
H 1.640047 -3.134785 -0.888684 0.000 -0.021 0.019
H -0.696503 -3.310354 2.046520 -0.009 0.006 0.003
H 0.470845 -4.076806 3.139239 0.003 -0.008 0.000
H -0.240239 -5.006621 1.810535 -0.013 -0.001 -0.007
O 2.708380 4.359476 -4.127762 0.019 -0.046 -0.009
S 2.691411 2.913592 -4.045075 -0.084 0.042 0.056
N 1.544846 2.299026 -3.313984 0.111 -0.025 0.024
```
Forces are in eV/Å.

Spin multiplicity: 2
Expectation value of S²: 0.788
Lowest unoccupied orbital energy (spin up / spin down) (eV): -1.928 / -1.891
HOMO energy (spin up / spin down) (Ha): -0.238 / -0.238
E_tot (Eh): -7666.056109
HOMO-LUMO gap (spin up / spin down) (eV): 4.55 / 4.58